14
Properties=species:S:1:pos:R:3 method="wB97M-V/def2-TZVPD" multiplicity=1 total_energy_ev=-8372.2938 largest_force_ha_per_bohr=0.013 e_homo_ev=-10.05 charge=0 smiles="CC(=O)CCO"
C -2.16 -0.09 -0.18
C -0.69 -0.35 -0.01
O -0.30 -1.37 0.54
C 0.26 0.77 -0.35
C 1.70 0.25 -0.49
O 1.69 -0.95 -1.22
H -2.64 -0.24 0.80
H -2.36 0.92 -0.55
H -2.52 -0.84 -0.88
H -0.07 1.37 -1.21
H 0.07 1.38 0.54
H 2.13 0.11 0.51
H 2.35 0.94 -1.03
H 1.13 -1.53 -0.68

***

77
Properties=species:S:1:pos:R:3 method="wB97M-V/def2-TZVPD" multiplicity=1 total_energy_ev=-208237.3293 largest_force_ha_per_bohr=0.009 e_homo_ev=-10.89 charge=+1
Hg 0.21 0.20 0.17
F 1.88 0.40 -1.89
Sb 3.62 0.89 -1.21
F 3.08 -0.02 0.36
F 2.73 2.36 -0.40
F 5.22 1.44 -0.44
F 3.86 1.96 -2.73
F 4.31 -0.68 -1.94
C -0.05 -0.35 5.03
S 0.07 0.70 3.60
O 0.42 -0.28 2.49
C -1.66 1.06 3.38
C -2.46 0.15 2.71
C -3.80 0.47 2.49
C -4.31 1.68 2.94
C -3.49 2.58 3.61
C -2.16 2.28 3.83
H -0.75 -1.16 4.82
H -0.39 0.25 5.88
H 0.95 -0.75 5.23
H -2.05 -0.78 2.36
H -4.43 -0.23 1.96
H -5.35 1.92 2.77
H -3.90 3.53 3.96
H -1.50 2.99 4.33
C -2.71 -2.71 -3.23
N -2.08 -1.46 -3.65
C -1.69 -1.19 -4.95
C -1.14 0.04 -4.94
N -1.21 0.51 -3.64
C -0.70 1.80 -3.19
C -1.78 -0.41 -2.85
Se -2.17 -0.28 -1.03
H -1.96 -3.50 -3.15
H -3.46 -3.00 -3.97
H -3.19 -2.57 -2.27
H -1.83 -1.89 -5.75
H -0.70 0.62 -5.74
H -0.77 2.50 -4.02
H 0.33 1.70 -2.87
H -1.30 2.15 -2.36
C 1.67 4.55 -1.49
As 0.91 4.30 0.24
C -0.23 5.83 0.48
C 2.29 4.51 1.54
S -0.43 2.67 0.62
H 1.66 5.62 -1.70
H 1.09 4.02 -2.24
H 2.69 4.16 -1.50
H 0.37 6.73 0.56
H -0.82 5.68 1.38
H -0.90 5.90 -0.37
H 2.83 5.43 1.32
H 2.96 3.66 1.49
H 1.83 4.57 2.52
C -0.45 -2.91 0.70
N -0.27 -4.35 0.61
C 0.93 -4.73 1.37
N 2.12 -4.05 0.85
C 1.93 -2.61 0.94
N 0.72 -2.17 0.15
C 0.93 -2.60 -1.26
N 1.12 -4.04 -1.36
C -0.06 -4.71 -0.80
C 2.29 -4.41 -0.56
H -0.56 -2.62 1.74
H -1.33 -2.62 0.14
H 1.07 -5.81 1.30
H 0.79 -4.46 2.41
H 2.80 -2.11 0.54
H 1.78 -2.31 1.97
H 1.80 -2.08 -1.66
H 0.05 -2.30 -1.83
H 0.08 -5.79 -0.87
H -0.94 -4.43 -1.37
H 3.17 -3.91 -0.96
H 2.43 -5.49 -0.63